Version w
DFT (wB97M-V/def2-TZVPD) results for a structure of composition C4H9NO3.

Cartesian coordinates (Å):
O (-2.17, 0.40, -1.09)
O (2.68, 1.35, -0.30)
O (-0.03, 0.07, 2.88)
N (-1.05, -1.85, -1.44)
C (-1.20, -0.40, -1.22)
C (0.31, 0.14, -0.93)
C (0.42, -0.38, 1.71)
C (0.40, 0.56, 0.53)
H (1.01, -0.56, -1.33)
H (-1.94, -2.30, -1.19)
H (0.44, 1.03, -1.55)
H (3.58, 1.64, -0.42)
H (-1.06, -1.07, -2.28)
H (1.22, 1.19, 0.49)
H (1.30, -1.00, 1.76)
H (-0.28, -1.21, 1.36)
H (-0.46, 1.18, 0.83)

Computed properties:
* E_LUMO: -4.9 eV
* net charge: 0
* highest occupied orbital energy: -9.1 eV
* Kohn-Sham gap: 4.205 eV

Atom charges from the Löwdin analysis, given in e for atoms 1 to 5: 0.049 -0.183 0.053 0.140 -0.497



Version x
DFT (wB97M-V/def2-TZVPD) results for a structure of composition C4H9NO3.

Cartesian coordinates (Å):
O (-1.36, -0.71, -0.34)
O (2.12, -0.49, 0.54)
O (-1.85, -1.23, 1.83)
N (0.35, -0.09, -1.71)
C (0.86, -0.04, 0.97)
C (-1.06, -1.32, 0.94)
C (-0.34, 0.18, -0.56)
C (-0.85, 1.60, -0.45)
H (0.23, -1.01, -2.10)
H (0.75, -0.36, 2.00)
H (-1.60, 1.77, -1.22)
H (2.19, -1.35, 0.11)
H (-1.35, 1.70, 0.52)
H (1.32, 0.15, -1.85)
H (-0.05, 2.32, -0.58)
H (0.98, 1.04, 1.13)
H (-0.35, -2.15, 0.76)

Computed properties:
* E_LUMO: 0.5 eV
* net charge: 0
* highest occupied orbital energy: -9.1 eV
* Kohn-Sham gap: 9.607 eV

Atom charges from the Löwdin analysis, given in e for atoms 1 to 5: -0.026 -0.094 0.110 0.134 -0.166



Stability, highest: version x



Version w
DFT (wB97M-V/def2-TZVPD) results for the molecule C4H9NO3.

Cartesian coordinates (Å):
O (-0.37, 0.14, 1.60)
O (-2.28, -0.65, -0.68)
O (-0.73, -2.35, -1.29)
N (-0.58, 1.29, -0.60)
C (-1.02, -1.13, -0.93)
C (0.52, -0.28, 0.67)
C (1.96, 0.36, 0.74)
C (-0.09, -0.05, -0.89)
H (0.83, -0.19, -1.65)
H (2.30, 0.30, 1.86)
H (2.71, -0.50, 0.24)
H (0.52, -1.36, 0.85)
H (-2.98, -1.23, -0.83)
H (-0.23, 1.20, 1.90)
H (1.97, 1.32, 0.41)
H (-1.43, 1.17, 0.04)
H (-1.10, 1.97, -1.42)

Computed properties:
* E_LUMO: 0.6 eV
* net charge: 0
* highest occupied orbital energy: -9.3 eV
* Kohn-Sham gap: 9.920 eV

Atom charges from the Löwdin analysis, given in e for atoms 1 to 5: -0.089 0.108 0.022 -0.022 -0.443



Version x
DFT (wB97M-V/def2-TZVPD) results for the molecule C4H9NO3.

Cartesian coordinates (Å):
O (-0.48, -0.59, -0.70)
O (0.27, 1.18, 2.12)
O (-0.43, 1.47, -1.33)
N (-0.58, 1.58, 0.02)
C (0.03, 0.90, 1.00)
C (0.55, -0.36, 0.17)
C (-0.40, -1.80, -1.64)
C (0.92, -1.66, 0.91)
H (-0.50, -2.93, -1.18)
H (1.31, 0.04, -0.41)
H (-0.92, 2.55, 0.25)
H (0.68, -1.69, -2.14)
H (1.48, -2.39, 0.25)
H (0.11, -2.41, 1.50)
H (1.75, -1.33, 1.68)
H (-1.37, -1.66, -2.14)
H (0.02, -0.30, -1.39)

Computed properties:
* E_LUMO: 0.0 eV
* net charge: 0
* highest occupied orbital energy: -6.9 eV
* Kohn-Sham gap: 6.908 eV

Atom charges from the Löwdin analysis, given in e for atoms 1 to 5: -0.080 0.078 -0.267 -0.085 -0.483



Version y
DFT (wB97M-V/def2-TZVPD) results for the molecule C4H9NO3.

Cartesian coordinates (Å):
O (-0.83, 2.00, -0.64)
O (-0.40, 0.75, 1.71)
O (0.05, 0.65, -2.34)
N (0.99, 0.58, -0.27)
C (-0.72, -1.11, 0.18)
C (-0.67, -0.56, 1.62)
C (0.68, -0.84, -0.29)
C (0.30, 1.44, -1.34)
H (-0.88, -2.20, 0.15)
H (1.40, -1.42, 0.32)
H (-1.48, -0.91, 2.29)
H (0.74, -1.16, -1.32)
H (-1.51, -0.66, -0.45)
H (-0.90, 1.51, 0.19)
H (0.25, -1.13, 1.95)
H (0.96, 2.28, -1.60)
H (2.00, 0.77, -0.15)

Computed properties:
* E_LUMO: -3.8 eV
* net charge: 0
* highest occupied orbital energy: -9.2 eV
* Kohn-Sham gap: 5.372 eV

Atom charges from the Löwdin analysis, given in e for atoms 1 to 5: -0.004 -0.041 -0.034 0.219 -0.137



Stability, highest: version w



Version w
DFT (wB97M-V/def2-TZVPD) results for a structure of composition C6H10N2.

Cartesian coordinates (Å):
N (1.72, 0.25, 1.10)
N (-0.63, -0.49, -1.07)
C (-1.04, -0.81, 2.18)
C (-1.70, 0.01, -0.21)
C (1.54, 0.20, -2.01)
C (0.59, 0.28, 0.53)
C (-0.69, -0.20, 0.87)
C (0.32, 0.50, -1.17)
H (2.40, 0.88, 0.68)
H (-1.49, -1.79, 2.03)
H (1.31, 0.35, -3.07)
H (-1.77, -0.20, 2.72)
H (-2.55, -0.68, -0.17)
H (-0.17, -0.92, 2.83)
H (2.36, 0.88, -1.76)
H (-0.04, 1.53, -1.26)
H (1.88, -0.82, -1.85)
H (-2.04, 1.04, -0.38)

Computed properties:
* E_LUMO (spin up / spin down): 0.0 / 0.0 eV
* net charge: 0
* highest occupied orbital energy (spin up / spin down): -8.4 / -8.4 eV
* Kohn-Sham gap (spin up / spin down): 8.400 / 8.405 eV

Atom charges from the Löwdin analysis, given in e for atoms 1 to 5: 0.136 0.083 -0.030 -0.170 -0.066



Version x
DFT (wB97M-V/def2-TZVPD) results for a cluster of 2 separate species, C6H10N2 in total.

Cartesian coordinates (Å):
N (-1.05, 0.29, 2.03)
N (-0.59, -0.80, 2.63)
C (0.70, 0.24, -0.96)
C (-0.94, -1.28, -1.06)
C (1.88, 1.24, -1.06)
C (-0.47, 0.63, -0.07)
C (0.39, -0.97, -1.49)
C (-1.48, -0.21, -0.38)
H (2.10, 1.45, -0.02)
H (-1.47, -2.21, -1.32)
H (2.56, 0.81, -1.67)
H (-2.46, -0.24, 0.06)
H (0.73, -1.42, -2.45)
H (1.47, 2.12, -1.43)
H (-0.78, -1.73, 2.03)
H (0.43, -0.83, 2.88)
H (-0.42, 1.69, 0.01)
H (-0.60, 1.22, 2.28)

Computed properties:
* E_LUMO (spin up / spin down): 0.3 / -0.5 eV
* net charge: 0
* highest occupied orbital energy (spin up / spin down): -7.6 / -7.4 eV
* Kohn-Sham gap (spin up / spin down): 7.814 / 6.902 eV

Atom charges from the Löwdin analysis, given in e for atoms 1 to 5: -0.058 -0.080 -0.239 -0.117 -0.027



Version y
DFT (wB97M-V/def2-TZVPD) results for the molecule C6H10N2.

Cartesian coordinates (Å):
N (-0.80, 0.23, 0.65)
N (-1.37, -0.33, -0.50)
C (0.43, -0.53, 1.19)
C (1.01, 1.22, -0.42)
C (0.39, 0.89, 0.85)
C (1.72, -0.21, -1.01)
C (-2.62, 0.01, -0.47)
C (1.03, -1.32, -0.04)
H (0.55, -1.05, 2.12)
H (2.90, 0.05, -0.79)
H (1.92, 2.10, -0.44)
H (1.39, -0.30, -1.98)
H (0.31, 1.59, -1.32)
H (0.25, -2.06, -0.28)
H (-3.30, -0.43, -1.43)
H (0.47, 1.87, 1.50)
H (1.91, -1.93, 0.46)
H (-3.04, 0.43, 0.51)

Computed properties:
* E_LUMO: 1.1 eV
* net charge: 0
* highest occupied orbital energy: -8.4 eV
* Kohn-Sham gap: 9.502 eV

Atom charges from the Löwdin analysis, given in e for atoms 1 to 5: -0.097 -0.027 -0.146 -0.181 -0.385



Version z
DFT (wB97M-V/def2-TZVPD) results for a structure of composition C6H10N2.

Cartesian coordinates (Å):
N (-1.22, 0.92, -1.04)
N (-0.79, 1.02, 1.33)
C (0.23, -0.94, -1.49)
C (-0.23, 0.02, -0.29)
C (0.68, -0.71, 1.53)
C (0.41, 1.06, 0.60)
C (-0.67, -0.41, 1.11)
C (1.54, 0.25, 1.40)
H (-0.55, 1.57, -1.65)
H (-1.87, 0.23, -1.61)
H (0.72, -0.70, -2.50)
H (1.07, -1.63, 2.11)
H (2.59, 0.46, 1.67)
H (0.69, 1.96, -0.07)
H (-1.52, 1.32, 0.58)
H (0.85, -1.68, -1.08)
H (-0.41, -1.53, -1.99)
H (-1.52, -1.20, 1.38)

Computed properties:
* E_LUMO: 0.8 eV
* net charge: 0
* highest occupied orbital energy: -8.7 eV
* Kohn-Sham gap: 9.548 eV

Atom charges from the Löwdin analysis, given in e for atoms 1 to 5: -0.023 0.030 -0.030 -0.423 -0.167



Stability, highest: version w



Version w
DFT (wB97M-V/def2-TZVPD) results for the molecule C6H10N2.

Cartesian coordinates (Å):
N (-0.37, 1.34, 1.53)
N (0.81, 1.57, -0.51)
C (0.52, 0.19, -0.89)
C (-1.38, -1.54, -0.42)
C (-0.59, -0.39, -0.07)
C (1.90, -0.60, -0.52)
C (-1.02, 0.30, 0.96)
C (0.46, 2.05, 0.67)
H (2.07, -0.48, 0.58)
H (-0.83, -2.49, -0.55)
H (0.17, -0.16, -1.86)
H (0.61, 3.08, 0.86)
H (-1.91, 0.00, 1.41)
H (-2.28, -1.71, 0.18)
H (1.77, -1.70, -0.83)
H (2.76, -0.16, -1.07)
H (-1.68, -1.30, -1.43)
H (-0.99, 1.99, 1.97)

Computed properties:
* E_LUMO: 0.8 eV
* net charge: 0
* highest occupied orbital energy: -7.9 eV
* Kohn-Sham gap: 8.756 eV

Atom charges from the Löwdin analysis, given in e for atoms 1 to 5: 0.035 0.070 -0.317 -0.072 -0.317



Version x
DFT (wB97M-V/def2-TZVPD) results for the molecule C6H10N2.

Cartesian coordinates (Å):
N (-1.79, 0.43, -0.54)
N (0.93, -1.57, -0.06)
C (-0.05, 0.11, 0.75)
C (0.49, 0.82, -0.38)
C (0.73, -0.62, -1.02)
C (-0.62, 0.33, -1.24)
C (1.18, -0.83, 1.13)
C (-1.30, 0.69, 0.97)
H (-0.59, -0.91, 0.52)
H (1.15, 1.62, -0.54)
H (1.97, -0.10, 1.03)
H (-0.89, 0.66, -2.26)
H (-2.31, 0.50, 1.48)
H (0.99, -1.37, 1.99)
H (-1.29, 1.83, 1.13)
H (-1.97, 1.40, -0.86)
H (1.67, -0.55, -1.85)
H (1.70, -2.45, -0.24)

Computed properties:
* E_LUMO: 1.0 eV
* net charge: 0
* highest occupied orbital energy: -7.9 eV
* Kohn-Sham gap: 8.929 eV

Atom charges from the Löwdin analysis, given in e for atoms 1 to 5: -0.020 -0.131 -0.364 -0.148 -0.213



Version y
DFT (wB97M-V/def2-TZVPD) results for a cluster of 2 separate species, C6H10N2 in total.

Cartesian coordinates (Å):
N (-1.60, 1.12, -0.54)
N (-0.24, 2.99, 0.06)
C (0.96, -2.00, 0.95)
C (-1.42, -0.21, -0.76)
C (0.55, 0.75, -0.11)
C (-0.04, -0.50, -0.44)
C (-0.31, 1.60, -0.20)
C (0.68, -1.77, -0.57)
H (1.62, -1.88, -1.22)
H (1.64, -1.21, 1.49)
H (-0.91, 3.24, 1.34)
H (0.06, -1.90, 1.49)
H (1.45, -2.91, 1.45)
H (1.64, 1.15, -0.29)
H (-2.21, -0.83, -1.14)
H (0.12, -2.80, -0.93)
H (0.68, 3.63, -0.08)
H (-2.67, 1.51, -0.50)

Computed properties:
* E_LUMO: 0.4 eV
* net charge: 0
* highest occupied orbital energy: -7.4 eV
* Kohn-Sham gap: 7.845 eV

Atom charges from the Löwdin analysis, given in e for atoms 1 to 5: 0.051 -0.016 -0.162 -0.071 -0.088



Stability, highest: version w



Version w
DFT (wB97M-V/def2-TZVPD) results for a structure of composition C6H10N2.

Cartesian coordinates (Å):
N (1.38, -1.58, 0.15)
N (-1.97, 0.90, -0.03)
C (1.46, -0.21, 0.38)
C (0.65, 2.08, 0.36)
C (0.45, 0.78, 0.06)
C (-0.84, -0.38, -1.72)
C (0.44, -1.75, 1.12)
C (-0.82, 0.37, -0.61)
H (0.08, -0.69, -2.19)
H (1.55, 2.41, 0.86)
H (-2.85, 0.52, -0.34)
H (2.42, 0.18, 0.72)
H (1.62, -2.15, -0.65)
H (0.75, -1.69, 2.16)
H (-1.92, 1.07, 0.97)
H (-0.57, -2.07, 0.89)
H (-1.76, -0.63, -2.22)
H (-0.08, 2.84, 0.09)

Computed properties:
* E_LUMO: 0.6 eV
* net charge: 0
* highest occupied orbital energy: -7.4 eV
* Kohn-Sham gap: 8.073 eV

Atom charges from the Löwdin analysis, given in e for atoms 1 to 5: -0.114 0.096 -0.105 0.043 -0.307



Version x
DFT (wB97M-V/def2-TZVPD) results for the molecule C6H10N2.

Cartesian coordinates (Å):
N (-0.92, -0.76, -0.45)
N (-0.21, -1.81, -0.56)
C (1.07, -1.93, -0.26)
C (0.23, 1.00, 1.33)
C (0.82, 0.47, 0.17)
C (1.72, -0.61, 0.30)
C (-1.71, -0.21, -1.51)
C (-0.45, 2.15, 1.31)
H (-0.74, 2.37, 0.27)
H (-1.17, 2.51, 2.01)
H (2.57, -0.43, -0.26)
H (0.40, 0.33, 2.29)
H (1.97, -0.95, 1.21)
H (-1.11, 0.12, -2.29)
H (1.51, -2.84, -0.02)
H (0.51, 0.88, -0.75)
H (-2.12, 0.75, -1.12)
H (-2.37, -1.04, -1.68)

Computed properties:
* E_LUMO (spin up / spin down): 0.4 / 0.2 eV
* net charge: 0
* highest occupied orbital energy (spin up / spin down): -7.3 / -7.5 eV
* Kohn-Sham gap (spin up / spin down): 7.689 / 7.733 eV

Atom charges from the Löwdin analysis, given in e for atoms 1 to 5: -0.095 -0.026 -0.056 -0.220 -0.150



Stability, highest: version w



Version w
DFT (wB97M-V/def2-TZVPD) results for the molecule C6H10N2.

Cartesian coordinates (Å):
N (-1.85, -2.64, -1.08)
N (-0.81, 0.65, -0.55)
C (0.57, 1.05, -0.46)
C (-1.24, -1.83, -0.50)
C (-1.82, 1.58, 0.00)
C (1.04, -0.48, -0.38)
C (2.08, -0.91, 0.63)
C (-0.59, -0.78, 0.12)
H (-2.68, 0.98, 0.34)
H (1.09, -0.96, -1.30)
H (-0.42, -0.84, 1.18)
H (-2.20, 2.13, -0.83)
H (-1.68, 2.04, 1.06)
H (0.72, 1.66, -1.42)
H (0.80, 1.57, 0.49)
H (2.96, -0.55, 0.23)
H (1.80, -0.69, 1.73)
H (2.23, -2.01, 0.74)

Computed properties:
* E_LUMO: 0.9 eV
* net charge: 0
* highest occupied orbital energy: -9.4 eV
* Kohn-Sham gap: 10.219 eV

Atom charges from the Löwdin analysis, given in e for atoms 1 to 5: 0.157 -0.176 -0.162 -0.211 -0.106



Version x
DFT (wB97M-V/def2-TZVPD) results for the molecule C6H10N2.

Cartesian coordinates (Å):
N (1.34, -0.46, -0.49)
N (-2.31, 0.08, 0.01)
C (-0.04, 0.15, 1.25)
C (-0.06, 1.30, 0.20)
C (-0.99, 0.03, 0.02)
C (1.30, 1.08, -0.47)
C (1.19, -0.89, 0.77)
C (-0.19, -0.81, -0.84)
H (-0.28, -0.90, -1.98)
H (-0.35, 2.28, 0.52)
H (1.00, 1.57, -1.58)
H (0.96, -2.10, 0.65)
H (-0.45, 0.11, 2.18)
H (2.31, 1.47, -0.09)
H (-0.33, -1.79, -0.65)
H (-2.34, 0.32, -1.17)
H (-2.78, -0.83, 0.44)
H (2.02, -0.59, 1.24)

Computed properties:
* E_LUMO: 0.9 eV
* net charge: 0
* highest occupied orbital energy: -8.8 eV
* Kohn-Sham gap: 9.659 eV

Atom charges from the Löwdin analysis, given in e for atoms 1 to 5: -0.121 0.060 -0.050 -0.125 -0.596



Stability, highest: version w